A molecular structure, C24H78InO13 in a non-equilibrium geometry, computed with ωB97M-V/def2-TZVPD.

Cartesian coordinates (Å):
H1 -9.321 2.766 -1.856
C1 7.901 -0.212 -2.202
C2 3.682 -7.039 10.178
H2 -4.153 0.475 -2.926
H3 3.477 -1.999 4.366
H4 7.408 -1.148 -1.928
O1 7.685 0.095 -3.575
H5 -4.325 -4.718 -4.193
C3 -6.193 -2.362 -3.219
O2 4.793 -7.934 10.146
H6 -0.034 0.102 0.387
H7 5.352 -2.679 3.152
O3 3.646 -1.725 6.633
H8 4.829 8.969 -3.423
H9 3.404 7.092 -1.174
C4 3.587 1.634 -1.727
H10 -5.011 -3.823 0.916
C5 3.720 0.112 -1.867
O4 -2.749 -5.767 -3.409
H11 -5.436 -2.770 -2.559
H12 4.476 2.056 -1.267
H13 -4.243 -0.190 1.268
O5 -3.522 -4.695 -0.260
H14 5.678 -5.304 8.720
C6 3.902 9.506 -3.604
H15 -4.729 4.172 -3.127
H16 1.954 -0.617 -0.930
H17 3.859 -6.264 9.443
H18 -1.853 0.654 -3.231
O6 -5.732 3.227 -0.895
O7 -8.589 3.379 -1.984
H19 4.285 -0.641 3.541
C7 4.502 -0.779 7.263
H20 4.029 5.616 -0.405
H21 -5.907 2.122 0.849
H22 -5.907 3.897 1.069
H23 -0.963 -1.584 -1.912
H24 -2.703 -1.879 -1.965
H25 4.393 -2.326 -1.310
H26 4.637 -8.627 10.797
O8 -5.175 2.767 -4.600
H27 -1.801 -1.572 -3.423
H28 3.990 -0.264 8.080
C8 -4.262 3.677 -3.981
H29 -3.580 1.718 -1.843
H30 -3.962 -5.553 -0.267
H31 -7.131 -2.243 -2.669
C9 -8.325 3.482 -3.385
H32 3.266 -0.357 0.183
H33 1.336 6.026 -1.157
H34 5.706 -5.762 7.009
H35 -5.252 0.403 -0.764
C10 -4.284 -0.075 -0.894
H36 -3.159 0.994 0.597
H37 3.968 10.489 -3.129
C11 2.327 2.148 -1.040
H38 3.776 9.634 -4.682
H39 -4.405 3.046 0.640
C12 3.024 -0.712 -0.811
H40 -3.642 -4.526 1.818
In1 -0.651 1.233 -0.851
H41 2.522 3.179 -0.788
C13 -5.483 3.067 0.494
H42 -7.488 4.161 -3.514
H43 3.417 5.553 -2.069
C14 3.400 -2.186 -0.891
H44 -2.749 -0.712 0.537
H45 1.301 1.652 -2.897
H46 -3.429 -3.026 0.896
H47 4.001 -4.214 6.720
H48 3.401 -0.230 -2.847
C15 -3.557 0.001 0.443
H49 7.534 0.592 -1.559
H50 6.192 -4.119 7.508
H51 -2.014 -5.594 -2.810
H52 -3.364 3.158 -3.641
H53 -3.979 4.429 -4.716
C16 -3.930 -3.990 0.909
H54 8.974 -0.321 -2.058
H55 -3.856 -4.238 -2.548
H56 4.782 -0.138 -1.811
H57 3.562 2.050 -2.731
C17 3.748 -1.583 3.396
H58 2.131 1.642 -0.102
O9 -6.375 -3.271 -4.310
H59 4.786 -0.048 6.511
C18 -3.560 0.647 -2.012
H60 -8.056 2.516 -3.814
H61 2.753 -7.553 9.920
H62 3.390 -2.371 7.303
H63 6.735 0.194 -3.704
H64 -5.399 2.111 -3.928
C19 -2.112 0.237 -2.265
C20 3.279 6.012 -1.086
H65 3.396 -2.641 0.091
H66 -7.042 -2.897 -4.895
C21 1.087 2.146 -1.955
H67 2.021 9.193 -3.200
H68 2.692 -2.748 -1.491
H69 -1.564 2.590 -0.083
H70 -2.858 -3.754 -3.939
O10 4.149 -4.522 7.623
C22 5.508 -4.948 7.709
H71 2.850 -1.390 2.817
H72 -9.195 3.887 -3.907
O11 2.851 8.728 -3.045
H73 3.579 -6.575 11.163
H74 -5.852 -1.391 -3.586
C23 -1.894 -1.282 -2.376
O12 2.002 5.688 -0.548
H75 -4.461 -1.116 -1.139
O13 4.549 -2.507 2.649
H76 5.404 -1.258 7.653
H77 0.805 3.171 -2.142
C24 -3.487 -4.545 -3.524
H78 -6.692 3.219 -1.021

LUMO energy = 1.8407 eV
E_HOMO = -3.89 eV
Charge = -1
Orbital gap = 5.7 eV
Multiplicity = 1
Strongest force on any atom = 0.0219 hartree/bohr

=====

A molecular structure, C24H8Cl9IrN2O3 in a non-equilibrium geometry, computed with ωB97M-V/def2-TZVPD.

Cartesian coordinates (Å):
H1 -3.424 5.211 1.108
Cl1 -1.513 -5.510 0.985
Cl2 -2.686 -1.437 -3.552
C1 -1.329 2.026 -1.937
C2 -2.371 -2.581 -2.302
C3 2.784 0.929 0.037
H2 -0.510 0.474 4.950
N1 -0.619 0.844 1.641
Cl3 6.611 -0.813 -1.621
C4 -2.558 3.874 2.499
C5 2.777 -0.298 -0.641
C6 -1.575 2.487 0.302
C7 -2.829 4.318 1.251
C8 -1.605 -2.139 -1.199
O1 -1.213 -0.896 -1.210
N2 -1.042 1.730 -0.681
Cl4 3.872 -2.345 -1.967
H3 -2.317 3.349 -3.290
C9 -0.341 0.327 2.825
H4 -1.833 2.575 4.884
C10 -1.840 -4.389 -0.280
C11 -0.769 0.938 4.009
C12 -2.115 3.140 -2.249
H5 -2.929 4.414 3.361
O2 1.579 -0.936 -0.742
C13 3.946 -0.833 -1.147
C14 -2.615 3.947 -1.254
C15 5.169 1.068 -0.311
H6 0.245 -0.580 2.833
Cl5 6.648 1.929 -0.106
Cl6 -3.784 -4.354 -3.756
Cl7 -3.207 -6.401 -1.469
C16 -1.320 2.003 1.603
C17 -1.348 -3.088 -0.197
C18 -1.495 2.102 3.970
C19 5.153 -0.146 -0.985
H7 -3.218 4.812 -1.496
C20 -1.795 2.674 2.723
C21 -2.354 3.618 0.086
C22 3.986 1.605 0.202
H8 -0.917 1.371 -2.692
Cl8 -0.431 -2.628 1.192
Cl9 3.957 3.112 1.040
Ir1 0.131 0.185 -0.117
O3 1.622 1.399 0.494
C23 -2.856 -3.875 -2.389
C24 -2.595 -4.793 -1.373

LUMO energy = -1.4696 eV
E_HOMO = -7.67 eV
ΔE to the lowest compared entry with this formula, charge and spin = 0.0 kcal per mole
Charge = 0
Orbital gap = 6.2 eV
Multiplicity = 1
Strongest force on any atom = 0.0231 hartree/bohr

=====

A molecular structure, C25H14F11HfNO2S in a non-equilibrium geometry, computed with ωB97M-V/def2-TZVPD.

Cartesian coordinates (Å):
C1 -16.979 9.095 5.624
C2 -11.942 5.820 2.293
C3 -15.637 5.826 -1.618
H1 -11.219 5.597 10.032
O1 -12.096 10.131 7.229
C4 -16.476 8.118 7.660
C5 -13.133 6.210 0.173
C6 -15.125 8.041 7.332
C7 -14.710 8.401 5.961
F1 -9.446 9.951 7.632
F2 -17.796 9.374 4.609
O2 -16.328 4.907 -2.117
C8 -11.901 6.518 8.214
C9 -11.712 12.207 8.186
H2 -15.473 8.976 4.092
F3 -12.309 10.911 4.786
F4 -11.112 11.833 9.328
H3 -11.083 6.202 7.607
C10 -17.446 8.803 6.931
C11 -12.328 5.441 0.989
H4 -13.306 6.532 11.357
C12 -13.183 6.603 10.278
H5 -15.155 7.345 10.039
F5 -13.004 12.166 8.438
C13 -11.870 7.565 3.997
C14 -11.362 11.334 6.988
Hf1 -12.502 8.719 6.019
H6 -13.683 8.238 -0.323
C15 -15.682 8.940 5.161
H7 -12.573 9.130 1.851
C16 -13.145 7.586 0.417
H8 -15.234 7.363 -3.034
C17 -12.013 6.154 9.577
H9 -9.936 7.615 4.674
C18 -9.863 10.954 6.811
C19 -14.158 7.256 9.519
F6 -9.846 10.373 5.552
F7 -16.794 7.441 8.801
H10 -18.451 8.977 7.374
H11 -11.278 5.250 2.976
N1 -12.758 7.345 7.579
H12 -12.010 4.456 0.566
C20 -11.949 11.956 5.705
C21 -12.246 7.172 2.707
S1 -14.282 5.239 -0.739
F8 -11.174 12.826 5.113
F9 -8.975 11.967 6.819
H13 -16.936 7.322 -2.208
C22 -14.024 7.463 8.165
C23 -12.663 8.050 1.604
F10 -13.076 12.611 6.009
F11 -11.286 13.494 8.018
H14 -15.622 8.018 -1.378
C24 -15.848 7.180 -2.055
C25 -10.985 7.929 4.917

LUMO energy = -1.3920 eV
E_HOMO = -6.30 eV
Charge = 0
Orbital gap = 4.9 eV
Multiplicity = 1
Strongest force on any atom = 0.0940 hartree/bohr

=====

A molecular structure, C25H15F6N5O6RuS2 in a non-equilibrium geometry, computed with ωB97M-V/def2-TZVPD.

Cartesian coordinates (Å):
C1 -0.450 0.419 5.844
N1 -0.114 0.334 1.066
H1 -5.007 -2.903 -1.179
S1 0.055 3.837 -2.327
C2 1.798 -5.340 -1.341
O1 3.014 -5.491 -1.116
N2 0.494 -1.250 -1.149
C3 -1.816 -1.811 -1.199
H2 -2.705 -3.682 -1.722
C4 1.332 -3.864 -1.311
H3 -3.314 0.863 -0.059
C5 -3.217 -0.142 -0.437
H4 2.241 2.854 -0.655
O2 0.759 4.631 -3.265
O3 0.380 2.402 -2.320
C6 -4.320 -0.970 -0.538
H5 -0.711 -4.373 -1.516
C7 -2.905 1.927 -3.089
C8 1.805 -1.540 -1.062
C9 0.515 4.586 -0.651
H6 -0.874 1.103 6.566
H7 1.078 -2.044 3.273
H8 -1.008 1.614 4.147
C10 -4.159 -2.245 -1.050
Ru1 -0.181 0.613 -0.873
C11 0.173 -0.748 6.269
C12 -2.881 -2.677 -1.367
C13 4.135 1.910 -0.705
H9 0.230 -0.968 7.326
F1 -3.033 2.642 -4.185
C14 0.655 -1.362 3.999
H10 4.664 2.849 -0.635
C15 2.662 -0.363 -0.901
O4 0.874 -6.169 -1.396
H11 -5.287 -0.594 -0.239
C16 0.027 -0.188 3.580
C17 -0.529 0.709 4.495
O5 -3.653 3.583 -1.196
H12 4.517 -1.417 -1.003
C18 4.798 0.702 -0.798
C19 0.723 -1.636 5.353
N3 -1.501 4.086 -2.376
C20 4.043 -0.452 -0.903
F2 -1.960 0.992 -3.292
C21 -0.414 -2.236 -1.310
O6 -1.693 2.222 -0.675
S2 -2.428 3.047 -1.667
C22 2.251 -2.843 -1.138
F3 0.527 3.678 0.335
N4 2.009 0.814 -0.798
F4 -4.052 1.317 -2.820
C23 -0.015 -3.552 -1.408
F5 1.732 5.113 -0.742
H13 1.205 -2.541 5.694
H14 5.878 0.656 -0.801
C24 -0.049 0.099 2.185
C25 2.752 1.919 -0.714
H15 3.294 -3.120 -1.057
F6 -0.351 5.528 -0.342
N5 -1.993 -0.531 -0.807

LUMO energy (spin up / spin down) = -4.1918 / -6.8876 eV
E_HOMO (spin up / spin down) = -11.27 / -11.27 eV
ΔE to the lowest compared entry with this formula, charge and spin = 48.2 kcal per mole
Charge = +1
Orbital gap (spin up / spin down) = 7.1 / 4.4 eV
Multiplicity = 2
Strongest force on any atom = 0.1132 hartree/bohr

=====

A molecular structure, C25H16ClMnN3O4S in a non-equilibrium geometry, computed with ωB97M-V/def2-TZVPD.

Cartesian coordinates (Å):
C1 -2.086 -0.748 -2.037
C2 1.761 -3.671 -2.446
C3 -2.562 0.288 -1.239
C4 3.919 1.656 0.556
C5 -0.641 2.254 1.769
H1 5.604 0.964 1.677
H2 0.012 4.476 4.213
C6 0.063 2.892 2.766
H3 1.032 -5.639 -2.020
N1 1.821 0.720 1.118
Cl1 4.818 2.731 -0.433
H4 2.264 -3.933 -3.366
H5 -0.071 -4.972 0.107
H6 -2.603 -2.099 -3.600
H7 -1.069 -1.111 -1.928
C7 1.173 -1.986 -0.819
C8 -2.520 3.728 2.088
C9 -4.258 -0.812 -3.107
H8 -4.909 -1.254 -3.849
C10 -3.861 0.761 -1.379
N2 2.524 -1.329 -2.746
C11 1.795 -2.373 -1.984
S1 -4.142 2.059 -0.254
Mn1 -0.210 0.546 0.880
C12 2.403 -0.039 2.061
O1 3.053 -1.653 -3.780
C13 3.761 0.029 2.293
H9 -3.521 4.052 1.828
H10 -5.741 0.590 -2.435
C14 -1.816 4.374 3.097
C15 -0.183 -2.536 1.215
O2 -0.455 -3.343 2.058
C16 4.535 0.888 1.529
H11 -2.268 5.205 3.620
C17 -1.926 2.669 1.421
C18 0.488 -2.920 -0.067
H12 1.275 -0.957 -0.519
C19 0.449 -4.243 -0.500
C20 -0.534 3.962 3.432
H13 1.758 -0.707 2.616
O3 -0.448 -1.230 1.337
H14 1.065 2.583 3.037
C21 1.073 -4.611 -1.685
C22 -2.550 1.907 0.327
C23 -2.946 -1.293 -2.965
O4 2.425 -0.179 -2.348
H15 4.206 -0.592 3.058
H16 2.056 2.141 -0.383
N3 -1.839 0.981 -0.267
C24 -4.732 0.218 -2.322
C25 2.557 1.556 0.375

LUMO energy (spin up / spin down) = -4.5286 / -3.8720 eV
E_HOMO (spin up / spin down) = -11.91 / -11.96 eV
ΔE to the lowest compared entry with this formula, charge and spin = 0.0 kcal per mole
Charge = +1
Orbital gap (spin up / spin down) = 7.4 / 8.1 eV
Multiplicity = 5
Strongest force on any atom = 0.0206 hartree/bohr

=====

A molecular structure, C25H17F3N7S3Y, computed with ωB97M-V/def2-TZVPD.

Cartesian coordinates (Å):
H1 -5.061 3.638 -0.451
C1 1.363 6.886 0.835
S1 1.154 -2.302 0.585
H2 0.232 8.853 -1.669
C2 5.053 -0.318 -0.464
C3 -4.207 1.685 -0.217
N1 2.692 -0.350 -0.121
N2 -6.674 1.533 -0.228
H3 -2.797 4.736 -0.546
S2 -7.739 0.330 -0.118
C4 -4.142 3.071 -0.372
H4 3.073 1.675 1.434
C5 0.933 6.841 -1.896
H5 -3.018 -4.310 0.327
C6 -5.471 0.973 -0.157
H6 1.724 4.854 -1.869
C7 5.108 -1.663 -0.142
C8 -3.060 -0.508 0.021
H7 0.632 8.891 0.778
C9 0.851 8.004 0.201
H8 -0.798 3.329 -0.359
C10 0.627 7.980 -1.169
N3 2.763 2.602 1.680
H9 2.654 4.990 1.707
H10 1.536 6.904 1.904
S3 1.452 2.572 -0.635
H11 3.269 3.045 2.434
C11 4.123 -3.826 0.520
C12 1.649 5.744 0.095
C13 3.951 -2.357 0.179
N4 2.210 4.658 0.859
Y1 0.238 0.120 0.149
H12 5.940 0.234 -0.736
H13 0.786 6.829 -2.967
C14 -3.026 0.952 -0.121
F1 4.741 -3.945 1.703
N5 -6.734 -0.921 0.019
H14 -0.962 -3.012 0.208
C15 -2.909 3.669 -0.423
F2 4.897 -4.414 -0.401
C16 3.820 0.298 -0.450
C17 -1.775 2.874 -0.317
N6 -1.865 -1.155 0.089
C18 2.190 3.345 0.704
H15 -5.222 -3.106 0.225
C19 -4.278 -2.578 0.189
C20 -5.505 -0.419 -0.018
C21 -3.076 -3.235 0.246
N7 -1.804 1.543 -0.170
C22 1.453 5.711 -1.276
F3 2.976 -4.497 0.582
H16 3.709 1.334 -0.739
H17 6.055 -2.189 -0.151
C23 -4.276 -1.189 0.069
C24 -1.902 -2.492 0.191
C25 2.746 -1.663 0.188

LUMO energy = -6.7228 eV
E_HOMO = -14.10 eV
ΔE to the lowest compared entry with this formula, charge and spin = 18.9 kcal per mole
Charge = +2
Orbital gap = 7.4 eV
Multiplicity = 1
Strongest force on any atom = 0.0106 hartree/bohr

=====

A molecular structure, C25H17HfN6O10, computed with ωB97M-V/def2-TZVPD.

Cartesian coordinates (Å):
C1 -0.338 1.253 -3.218
C2 -4.154 -1.958 -0.930
C3 1.707 0.099 4.605
H1 -5.988 -2.824 -1.668
C4 4.409 -0.435 -0.785
C5 1.636 -0.966 2.474
N1 -6.704 -4.337 0.389
C6 -3.275 -1.906 0.150
H2 3.360 3.469 -1.388
C7 -5.280 -2.755 -0.855
O1 -1.262 -0.952 1.042
C8 0.844 1.195 2.681
H3 1.794 -1.823 1.830
H4 1.945 0.085 5.660
N2 2.410 0.577 -0.690
C9 3.353 1.507 -0.571
H5 -0.937 1.761 -5.202
C10 -1.157 3.754 -2.476
C11 5.618 -1.305 -0.848
C12 1.973 -1.008 3.811
C13 -0.858 2.097 -4.178
N3 1.085 0.119 1.916
C14 3.068 -0.634 -0.829
Hf1 0.141 0.189 -0.186
H6 -4.859 -4.032 2.263
C15 -2.082 -1.061 0.068
N4 4.561 0.916 -0.634
C16 -3.513 -2.643 1.305
C17 -0.603 2.863 -1.580
C18 0.202 2.393 2.020
C19 -4.637 -3.443 1.385
N5 -0.051 2.170 0.662
H7 -2.818 -2.586 2.130
H8 5.471 1.357 -0.589
O2 -0.030 3.379 2.662
H9 -3.947 -1.377 -1.817
O3 -6.868 -4.957 1.417
O4 5.415 -2.599 -0.972
C20 3.173 2.975 -0.434
O5 6.699 -0.786 -0.765
O6 -1.795 -0.389 -0.986
C21 -1.287 3.362 -3.799
H10 -1.718 4.035 -4.528
O7 -7.437 -4.357 -0.576
H11 -1.462 4.727 -2.119
C22 -5.497 -3.480 0.303
H12 4.457 -2.834 -1.006
H13 -0.017 0.248 -3.463
C23 2.241 -1.858 -0.926
O8 2.727 -2.967 -0.962
N6 -0.216 1.629 -1.939
C24 -0.411 3.258 -0.136
O9 0.956 -1.578 -0.928
H14 0.882 2.107 4.595
O10 -0.506 4.413 0.180
C25 1.124 1.218 4.032
H15 3.871 3.381 0.298
H16 2.163 3.212 -0.115
H17 2.423 -1.900 4.222

LUMO energy = -3.7419 eV
E_HOMO = -12.84 eV
ΔE to the lowest compared entry with this formula, charge and spin = 0.0 kcal per mole
Charge = +1
Orbital gap = 9.1 eV
Multiplicity = 1
Strongest force on any atom = 0.0099 hartree/bohr